Entry 1:
{
  "formula": "C15H38N3O9V",
  "method": "ωB97M-V/def2-TZVPD",
  "fmax_ha_per_bohr": 0.087,
  "total_charge": 0,
  "de_lowest_kj_mol": 1052.1,
  "orbital_gap_ev": 3.0,
  "spin_multiplicity": 1,
  "species": ["O", "V", "O", "O", "C", "O", "O", "H", "C", "O", "C", "C", "N", "C", "C", "O", "C", "H", "H", "H", "H", "H", "H", "H", "H", "H", "H", "H", "H", "H", "H", "H", "C", "C", "C", "O", "C", "N", "H", "H", "H", "H", "H", "H", "H", "H", "H", "H", "H", "C", "C", "C", "O", "C", "N", "H", "H", "H", "H", "H", "H", "H", "H", "H", "H", "H"],
  "positions_angstrom": [[22.71890, 4.38926, -30.24766], [22.46712, 5.91995, -30.37148], [23.80373, 6.66275, -29.79527], [17.14672, 9.60906, -31.11334], [18.26326, 8.93000, -31.24464], [18.39022, 7.71227, -31.50250], [19.33827, 9.45715, -30.93736], [17.60782, 10.37892, -30.77232], [18.94577, 6.13154, -25.39962], [19.72052, 7.29942, -25.23460], [19.27178, 8.13595, -24.21365], [20.10733, 9.42863, -24.14951], [19.66661, 10.30165, -23.05662], [20.54504, 11.48813, -22.81392], [19.94764, 12.45010, -21.73434], [18.77698, 13.09855, -22.18127], [18.21064, 14.03057, -21.29130], [17.94299, 6.40077, -25.73137], [18.81291, 5.55198, -24.48608], [19.28085, 5.49470, -26.21831], [19.35778, 7.51536, -23.32171], [18.20205, 8.32694, -24.29909], [20.16303, 9.94247, -25.10918], [21.12499, 9.14053, -23.88595], [18.71400, 10.59621, -23.21740], [20.75640, 12.06256, -23.71583], [21.53589, 11.19305, -22.46860], [20.74796, 13.11042, -21.40032], [19.68761, 11.81528, -20.88728], [17.35710, 14.57447, -21.69593], [18.95542, 14.71982, -20.89338], [17.79872, 13.37078, -20.52769], [26.15069, 6.13266, -35.57940], [25.08224, 7.25386, -35.70365], [24.79947, 7.70529, -37.18201], [23.74820, 8.67413, -37.33992], [23.47484, 8.82873, -38.75840], [23.84253, 6.68944, -35.27131], [26.33168, 5.83771, -34.54579], [27.14496, 6.33189, -35.97918], [25.75820, 5.34731, -36.22537], [25.33488, 8.10664, -35.07353], [24.57118, 6.78204, -37.71455], [25.70920, 8.03572, -37.68331], [22.91771, 9.73828, -38.98296], [22.86507, 7.97295, -39.04808], [24.31806, 8.86791, -39.44799], [23.72742, 5.81570, -35.76471], [23.23514, 7.18283, -35.90986], [28.78023, 12.83259, -30.15742], [28.51968, 13.76262, -28.93019], [28.75778, 15.24907, -29.31979], [30.11109, 15.54849, -29.40789], [30.37810, 16.90957, -29.14392], [27.13112, 13.50620, -28.53832], [28.07655, 13.07142, -30.95484], [28.66127, 11.76785, -29.95669], [29.80958, 12.95487, -30.49447], [29.24868, 13.55237, -28.14758], [28.37619, 15.73579, -28.42225], [28.18042, 15.66162, -30.14718], [31.38119, 16.97816, -28.72294], [29.84419, 17.36582, -28.31033], [30.25944, 17.52480, -30.03584], [27.01532, 12.53126, -28.30129], [26.47115, 13.67702, -29.28355]],
  "atomic_forces_ev_per_a": [[-0.2, 0.7, -0.1], [3.0, 1.5, 1.3], [-3.3, -1.8, -1.4], [-0.9, 0.1, -0.3], [2.9, -3.3, 0.6], [-2.1, -1.1, -0.9], [1.3, 2.7, 0.5], [-0.7, 1.3, 0.3], [-0.9, 0.5, -0.3], [0.7, -0.5, -1.4], [-0.1, -0.1, 0.6], [0.2, -0.3, 0.9], [0.6, 0.4, 0.2], [-1.3, 0.2, 0.2], [0.1, -1.4, -0.3], [0.5, 0.4, -1.8], [0.0, -1.2, 0.8], [-0.4, 0.2, 0.1], [0.4, -0.1, 0.2], [0.8, 0.2, 0.2], [0.2, 0.5, 0.8], [-0.3, 0.4, -0.3], [-0.2, -0.1, -0.3], [0.2, -0.1, -0.2], [0.0, 0.3, 0.0], [-0.3, 0.2, -0.4], [-0.1, -0.4, 0.3], [-0.1, 0.5, -0.1], [0.0, -0.1, 0.4], [0.3, -0.1, -0.6], [0.0, 0.1, 0.1], [-0.1, 0.6, 0.9], [0.0, 0.8, -1.0], [1.1, 0.2, -1.0], [1.5, -0.1, 0.1], [1.1, -0.2, -0.8], [-0.7, -0.4, 0.4], [-1.7, -0.1, 0.1], [-0.5, -0.2, -0.1], [0.0, 0.6, -0.1], [0.1, -0.6, 0.4], [0.0, 0.1, -0.1], [-0.5, -0.3, -0.2], [0.2, 0.5, 0.1], [-0.1, 0.0, 0.7], [-0.1, 0.0, -0.2], [0.6, -0.2, 0.6], [0.5, -1.0, 0.4], [-1.4, 0.8, 0.9], [0.9, 0.4, 0.4], [-0.3, -0.8, -2.9], [-1.1, -0.5, 2.0], [0.5, 0.1, 0.1], [0.9, 0.1, 0.4], [0.1, 0.7, 1.2], [0.1, 0.2, -0.1], [-0.1, 0.0, 0.4], [0.0, 0.1, -0.4], [-0.4, -0.1, 0.3], [-0.3, 0.5, 0.1], [-0.1, -0.4, -0.5], [0.4, -0.1, -0.7], [-1.0, -0.4, -0.1], [0.1, 0.1, 0.0], [0.1, -0.1, 0.1], [0.2, 0.2, -0.3]],
  "mulliken_charge": [-0.57, 1.76, -0.57, -0.44, 0.78, -0.64, -0.65, 0.31, -0.76, -0.26, -0.47, -0.64, -0.29, -0.62, -0.61, -0.31, -0.70, 0.33, 0.30, 0.24, 0.33, 0.33, 0.32, 0.26, 0.23, 0.35, 0.39, 0.41, 0.34, 0.24, 0.28, 0.31, -1.27, 0.29, -0.86, -0.37, -0.75, -0.68, 0.31, 0.34, 0.34, 0.34, 0.35, 0.50, 0.27, 0.32, 0.31, 0.29, 0.30, -1.33, 0.36, -0.64, -0.31, -0.76, -0.73, 0.33, 0.39, 0.32, 0.26, 0.35, 0.34, 0.28, 0.34, 0.28, 0.27, 0.26]
}


Entry 2:
{
  "formula": "H2NO4P",
  "method": "ωB97M-V/def2-TZVPD",
  "fmax_ha_per_bohr": 0.045,
  "total_charge": -2,
  "de_lowest_kj_mol": 47.9,
  "orbital_gap_ev": 6.8,
  "spin_multiplicity": 1,
  "species": ["O", "P", "O", "O", "N", "O", "H", "H"],
  "positions_angstrom": [[-1.18492, 1.54052, -0.33580], [-1.01508, 0.06724, -0.04491], [-1.96350, -0.52825, 0.96677], [-0.69688, -0.79810, -1.26280], [0.98450, -0.11765, 0.88097], [1.76002, -0.43016, -0.30271], [1.11155, 0.90065, 1.00823], [1.00430, -0.63425, -0.90975]],
  "atomic_forces_ev_per_a": [[0.3, 0.2, 0.2], [0.8, -0.4, 0.7], [0.1, 0.0, 0.1], [0.3, 0.1, 0.1], [-2.2, 0.7, -0.2], [0.2, -0.1, -0.4], [0.1, -0.3, -0.3], [0.3, -0.1, -0.2]],
  "mulliken_charge": [-0.76, 0.92, -0.79, -0.85, -0.65, -0.44, 0.20, 0.38]
}


Entry 3:
{
  "formula": "C45H40ClGaGeN3O10PS2",
  "method": "ωB97M-V/def2-TZVPD",
  "fmax_ha_per_bohr": 0.027,
  "total_charge": -1,
  "de_lowest_kj_mol": 78.0,
  "orbital_gap_ev": [6.5, 8.0],
  "spin_multiplicity": 2,
  "species": ["Ga", "O", "S", "O", "O", "C", "C", "C", "C", "C", "C", "P", "C", "C", "C", "C", "C", "C", "C", "C", "C", "C", "C", "C", "H", "H", "H", "H", "H", "H", "H", "H", "H", "H", "H", "H", "H", "H", "S", "C", "N", "O", "Cl", "O", "O", "O", "C", "C", "C", "C", "C", "C", "O", "N", "C", "O", "N", "C", "O", "H", "H", "H", "H", "H", "H", "H", "H", "H", "H", "H", "C", "C", "C", "C", "C", "C", "Ge", "C", "C", "C", "C", "C", "C", "C", "C", "C", "C", "C", "C", "H", "H", "H", "H", "H", "H", "H", "H", "H", "H", "H", "H", "H", "H", "H"],
  "positions_angstrom": [[0.08584, 0.17426, 0.83551], [0.23115, 2.11316, 1.71964], [0.94865, 2.63951, 0.52818], [2.08440, 3.47037, 0.75462], [1.22073, 1.41609, -0.32066], [-0.27462, 3.61193, -0.29715], [0.00267, 4.95652, -0.51558], [-0.96962, 5.76409, -1.07719], [-2.21236, 5.22697, -1.38833], [-2.47452, 3.88724, -1.15988], [-1.50468, 3.04466, -0.62154], [-1.88258, 1.21601, -0.44989], [-3.35797, 1.46700, 0.61262], [-3.10352, 1.82503, 1.93770], [-4.14883, 2.04664, 2.82046], [-5.46358, 1.90784, 2.39710], [-5.72410, 1.56585, 1.07974], [-4.67906, 1.35363, 0.19044], [-2.31645, 0.95542, -2.19888], [-3.39518, 0.20581, -2.64503], [-3.58778, -0.00463, -4.00525], [-2.70246, 0.52528, -4.92686], [-1.61539, 1.27268, -4.48723], [-1.42394, 1.48544, -3.13614], [0.97288, 5.33751, -0.22744], [-0.76448, 6.81039, -1.26307], [-2.98016, 5.85800, -1.81875], [-3.45057, 3.48247, -1.40008], [-2.08391, 1.92741, 2.28573], [-3.93105, 2.31849, 3.84549], [-6.27986, 2.07569, 3.08811], [-6.74592, 1.44674, 0.74146], [-4.90845, 1.11155, -0.83490], [-4.06651, -0.26307, -1.94719], [-4.42094, -0.61446, -4.32985], [-2.84701, 0.34314, -5.98459], [-0.90341, 1.67280, -5.19748], [-0.54760, 2.03032, -2.80572], [1.89658, -2.02837, 4.39859], [1.52058, -1.11566, 3.13107], [1.28249, -0.41963, 2.21555], [0.12931, -3.04696, -1.89629], [0.65965, -1.77426, -1.53804], [2.08120, -1.72338, -1.69106], [0.02016, -0.69381, -2.22847], [0.35191, -1.60152, -0.05182], [-1.70436, -4.93205, 0.65276], [-3.18575, -4.89780, 0.27642], [-3.91036, -3.57712, 0.62834], [-5.41502, -3.73560, 0.37791], [-6.21170, -2.44409, 0.64915], [-3.68224, -3.30886, 2.09645], [-4.23894, -3.91086, 2.98898], [-2.73937, -2.34935, 2.36112], [-2.24156, -1.45554, 1.42597], [-1.39284, -0.65213, 1.92112], [-2.66115, -1.41347, 0.18109], [-3.37738, -2.48048, -0.31150], [-3.63193, -2.58771, -1.49510], [-1.26681, -5.88252, 0.34583], [-1.55991, -4.83346, 1.73021], [-1.14815, -4.13746, 0.15163], [-3.71629, -5.70670, 0.78396], [-3.29082, -5.03064, -0.80114], [-5.77307, -4.53815, 1.02166], [-5.53124, -4.04501, -0.65920], [-5.55039, -1.58336, 0.78693], [-6.81125, -2.53219, 1.55581], [-6.88008, -2.20644, -0.17881], [-2.41256, -2.23249, 3.31015], [5.16704, 1.34050, -4.17761], [5.66259, 0.16586, -3.63059], [5.32061, -0.19999, -2.33399], [4.49214, 0.60816, -1.55613], [4.01954, 1.79969, -2.11440], [4.34660, 2.16121, -3.41353], [3.84164, 0.08293, 0.22328], [4.63959, -1.61486, 0.80320], [4.65786, -2.74431, -0.02384], [5.08343, -3.97206, 0.46308], [5.47695, -4.09929, 1.78937], [5.45075, -2.99210, 2.62397], [5.02452, -1.76344, 2.13681], [4.54734, 1.46648, 1.44264], [4.05053, 1.60719, 2.74091], [4.49712, 2.62698, 3.57076], [5.44131, 3.53497, 3.11094], [5.94105, 3.41133, 1.82157], [5.49595, 2.38660, 0.99570], [5.42348, 1.61936, -5.19256], [6.31403, -0.47122, -4.21714], [5.71253, -1.12122, -1.92029], [3.38784, 2.45045, -1.52004], [3.95614, 3.07993, -3.83529], [4.31404, -2.66310, -1.04639], [5.09189, -4.83836, -0.18815], [5.78587, -5.06393, 2.17402], [5.74845, -3.08596, 3.66129], [4.99034, -0.90922, 2.80238], [3.28816, 0.92694, 3.10259], [4.09644, 2.71931, 4.57311], [5.78007, 4.34063, 3.75137], [6.67320, 4.12170, 1.45505], [5.89244, 2.30221, -0.00952]],
  "atomic_forces_ev_per_a": [[-0.6, -1.2, 0.3], [0.0, -0.1, -0.3], [0.2, 0.3, -0.1], [0.0, 0.0, 0.0], [-0.5, 0.4, 0.4], [-0.1, 0.0, -0.1], [0.0, -0.1, 0.0], [0.0, 0.0, 0.0], [0.0, 0.1, 0.0], [0.0, 0.0, 0.1], [0.2, -0.1, 0.0], [-0.1, 0.8, 0.1], [-0.1, -0.2, -0.1], [0.0, 0.0, 0.0], [0.0, 0.0, 0.0], [0.0, 0.0, 0.0], [0.0, 0.0, 0.0], [0.0, 0.1, 0.0], [-0.1, -0.1, 0.0], [0.0, -0.1, 0.0], [0.0, 0.0, 0.0], [0.0, 0.0, 0.0], [0.0, 0.0, 0.0], [0.0, 0.0, 0.0], [0.0, 0.0, 0.0], [0.0, 0.0, 0.0], [0.0, 0.0, 0.0], [0.0, 0.0, -0.1], [0.0, 0.0, 0.0], [0.0, 0.0, 0.0], [0.0, 0.0, 0.0], [0.0, 0.0, 0.0], [0.0, 0.0, 0.0], [0.1, -0.1, 0.0], [0.0, 0.0, 0.0], [0.0, 0.0, 0.0], [0.0, 0.0, 0.0], [0.0, 0.0, 0.0], [0.0, 0.0, -0.1], [0.1, -0.1, 0.1], [0.2, 0.1, -0.1], [0.1, 0.3, 0.1], [0.0, -0.1, 0.1], [-0.3, 0.0, 0.0], [0.2, -0.3, 0.1], [0.1, 0.5, -0.5], [-0.1, 0.0, -0.1], [0.2, 0.0, 0.1], [-0.1, -0.1, -0.1], [-0.1, 0.2, 0.0], [0.1, -0.1, 0.0], [0.0, 0.1, 0.0], [0.1, -0.1, 0.0], [0.1, 0.0, 0.1], [-0.3, -0.1, 0.1], [0.3, 0.3, -0.2], [0.4, -0.1, -0.1], [0.0, 0.1, 0.2], [-0.1, 0.1, 0.0], [0.0, 0.0, 0.0], [0.0, 0.0, 0.0], [0.0, 0.0, 0.0], [0.0, 0.0, 0.0], [-0.1, 0.0, 0.0], [0.0, 0.0, 0.0], [0.0, 0.0, 0.0], [0.0, 0.0, 0.0], [0.0, 0.0, 0.0], [0.0, 0.0, 0.0], [0.0, 0.0, 0.0], [0.0, 0.0, 0.0], [0.0, 0.0, 0.0], [0.0, 0.0, 0.0], [-0.2, -0.1, -0.1], [0.0, 0.0, 0.0], [0.0, 0.0, 0.0], [0.9, 0.0, 0.1], [-0.3, -0.1, 0.0], [0.0, 0.1, 0.1], [0.0, 0.0, 0.0], [0.0, 0.0, 0.0], [0.0, 0.0, 0.0], [0.1, 0.0, -0.1], [-0.3, 0.1, 0.0], [0.0, 0.0, 0.0], [0.0, 0.0, 0.0], [0.0, 0.0, 0.0], [0.0, 0.0, 0.0], [0.0, 0.0, 0.0], [0.0, 0.0, 0.0], [0.0, 0.0, 0.0], [0.0, 0.0, 0.0], [0.0, 0.0, 0.0], [0.0, 0.0, 0.0], [0.0, -0.1, 0.0], [0.0, 0.0, 0.0], [0.0, 0.0, 0.0], [0.0, 0.0, 0.0], [0.0, 0.0, 0.0], [0.0, 0.0, 0.0], [0.0, 0.0, 0.0], [0.0, 0.0, 0.0], [0.0, 0.0, 0.0], [0.0, 0.0, 0.0]],
  "mulliken_charge": [0.69, -0.88, 1.75, -0.51, -0.40, 0.21, -0.55, -0.77, -0.81, -0.39, -1.07, 1.80, 0.83, -0.52, -0.82, -0.66, -0.65, -0.41, 0.88, -0.03, -1.00, -0.78, -0.72, -0.69, 0.64, 0.41, 0.42, 0.42, 0.39, 0.47, 0.38, 0.46, 0.36, -0.33, 0.45, 0.37, 0.45, 0.34, -0.44, 1.17, 0.32, -0.70, 1.89, -0.54, -0.59, -0.80, -1.09, -1.34, 2.60, -1.62, -0.76, -0.24, -0.69, 0.38, -0.44, -0.90, 1.63, -1.41, -0.65, 0.54, 0.28, 0.15, 0.38, 0.45, 0.49, 0.48, -0.12, 0.36, 0.35, 0.30, -0.47, -0.76, -0.30, 0.17, 0.12, -0.86, 0.31, 0.33, 0.04, -0.86, -0.40, -0.69, -0.08, 0.00, 0.31, -0.89, -0.55, -0.71, -0.24, 0.36, 0.39, 0.39, 0.42, 0.41, 0.31, 0.38, 0.36, 0.39, 0.31, 0.12, 0.42, 0.36, 0.38, 0.38]
}